[1]
{
  "formula": "C4H9O",
  "method": "ωB97M-V/def2-TZVPD",
  "elements": ["C", "O", "H", "H", "H", "C", "C", "C", "H", "H", "H", "H", "H", "H"],
  "positions_angstrom": [[-2.937317, -1.401330, -2.671182], [-2.063079, -1.458889, -3.729634], [-2.803026, -0.478618, -1.988738], [-4.076965, -1.708546, -2.723502], [-2.607602, -2.350252, -2.054636], [1.433796, 1.174726, 0.408531], [2.134919, 0.657097, 1.583720], [1.582627, 0.591332, 2.869842], [0.370705, 1.461478, 0.732108], [2.001620, 2.103828, -0.057621], [1.340993, 0.466583, -0.459407], [3.062463, 0.263708, 1.381010], [1.983635, -0.132016, 3.633375], [0.577229, 0.810898, 3.076136]],
  "forces_ev_per_a": [[-0.116, -1.040, 1.852], [-1.535, 0.085, 0.729], [-0.194, -1.348, -1.054], [1.956, 0.846, -0.909], [-0.106, 1.459, -0.613], [-1.183, 2.340, -1.488], [-3.048, 0.054, 3.834], [2.544, -2.240, -2.711], [1.485, -0.084, -0.789], [-1.263, -1.623, 0.977], [0.223, 0.331, 1.006], [2.214, -0.945, 0.009], [0.259, 1.303, -0.761], [-1.235, 0.864, -0.082]],
  "multiplicity": 2,
  "gap_ev": [10.1, 7.9],
  "homo_energy_ev": [-9.308, -9.308]
}

=====

[2]
{
  "formula": "C14H20IN3O3RhS2",
  "method": "ωB97M-V/def2-TZVPD",
  "elements": ["Rh", "O", "S", "N", "N", "C", "O", "C", "I", "H", "H", "H", "H", "O", "C", "C", "C", "C", "C", "C", "N", "H", "H", "H", "H", "H", "H", "H", "H", "H", "H", "H", "S", "C", "C", "C", "C", "C", "C", "H", "H", "H", "H", "H"],
  "positions_angstrom": [[-0.829644, 0.576503, 1.534991], [2.430758, 2.822207, 1.668397], [1.792432, 2.145320, 2.799615], [0.832603, 1.053821, 2.434354], [-2.926896, 1.436370, 5.099598], [-2.917661, 1.316266, 3.772540], [-2.345849, 0.370328, 3.215758], [-3.618266, 2.399364, 2.996483], [-2.109804, 3.541438, 1.973041], [-2.457164, 0.738235, 5.654936], [-3.419215, 2.174652, 5.570481], [-4.180138, 3.088976, 3.616049], [-4.242541, 1.964716, 2.222575], [-0.960384, 1.586975, -0.460333], [-0.092328, 1.760991, -1.354699], [-0.531477, 1.814619, -2.799818], [0.156732, 0.772167, -3.721381], [1.130142, -0.159187, -2.992442], [2.454830, 0.533549, -2.661831], [2.237953, 1.938800, -2.088093], [1.188606, 1.938707, -1.080394], [-0.334941, 2.831078, -3.150463], [-1.609988, 1.680396, -2.797104], [0.698604, 1.289517, -4.514905], [-0.614975, 0.172572, -4.201934], [1.334755, -1.032263, -3.613307], [0.659381, -0.521203, -2.072520], [3.052557, 0.629200, -3.570715], [3.017107, -0.079522, -1.954722], [1.973480, 2.629495, -2.891096], [3.145246, 2.307954, -1.615692], [1.478141, 2.017475, -0.109522], [-1.360959, -1.361698, 0.310240], [-0.304889, -2.730776, 0.399252], [0.226196, -3.168807, 1.619576], [1.028426, -4.292133, 1.640772], [1.330771, -4.959933, 0.458233], [0.797146, -4.529045, -0.752556], [-0.034655, -3.428409, -0.787209], [-0.016201, -2.628856, 2.525256], [1.417720, -4.662633, 2.579390], [1.978995, -5.825509, 0.477486], [1.019566, -5.067053, -1.664029], [-0.474175, -3.084659, -1.714257]],
  "forces_ev_per_a": [[-0.608, 0.294, -0.326], [-0.079, 0.085, 0.241], [-0.272, -0.860, -0.892], [0.733, 0.715, 0.893], [-0.032, -0.178, -0.042], [-0.033, 0.284, 0.182], [0.136, 0.010, -0.240], [0.305, 0.060, -0.167], [-0.213, 0.011, 0.223], [0.010, -0.005, -0.006], [-0.026, 0.018, -0.025], [-0.023, -0.015, 0.003], [-0.021, -0.014, 0.024], [0.171, -0.089, 0.104], [-0.290, -0.004, -0.023], [0.070, 0.006, 0.044], [0.051, -0.072, 0.088], [0.045, 0.165, -0.110], [-0.114, 0.022, 0.080], [0.057, -0.189, -0.223], [0.110, 0.037, 0.279], [-0.004, -0.013, -0.032], [0.007, -0.004, 0.027], [-0.055, -0.022, -0.059], [-0.021, 0.048, -0.014], [-0.034, -0.034, 0.051], [0.023, -0.110, -0.021], [0.052, -0.013, 0.033], [0.060, 0.038, -0.017], [0.008, 0.057, 0.072], [-0.027, 0.074, -0.019], [-0.073, -0.051, 0.067], [0.170, -0.543, -0.314], [-0.221, 0.338, 0.093], [0.142, 0.050, 0.000], [-0.001, -0.031, 0.110], [-0.040, 0.017, -0.045], [0.007, 0.001, -0.059], [-0.040, -0.086, -0.020], [0.053, -0.011, 0.024], [0.030, 0.055, 0.006], [-0.020, -0.018, 0.029], [0.017, 0.021, -0.005], [-0.006, -0.044, -0.011]],
  "multiplicity": 5,
  "gap_ev": [8.4, 6.5],
  "total_charge": 1,
  "homo_energy_ev": [-11.437, -11.964]
}

=====

[3]
{
  "formula": "C29H29N3SiTi",
  "method": "ωB97M-V/def2-TZVPD",
  "elements": ["C", "C", "C", "H", "C", "C", "H", "H", "H", "H", "Ti", "C", "H", "H", "H", "Si", "C", "C", "H", "C", "H", "C", "H", "C", "H", "C", "H", "C", "C", "H", "C", "H", "C", "H", "C", "H", "C", "H", "H", "H", "C", "C", "C", "C", "C", "C", "N", "N", "C", "C", "C", "C", "C", "N", "H", "H", "H", "H", "H", "H", "H", "H", "H"],
  "positions_angstrom": [[0.138375, 2.093330, 3.069668], [0.542546, 2.523569, 1.771962], [-0.605802, 2.559046, 0.916829], [1.550572, 2.847651, 1.503792], [-1.741724, 2.147760, 1.700977], [-1.283605, 1.854158, 3.029668], [-1.899089, 1.601514, 3.891306], [0.745376, 2.058424, 3.977026], [-0.640771, 2.906054, -0.119056], [-2.772956, 2.104391, 1.366536], [-0.382093, 0.347288, 1.636621], [-1.781613, -0.507038, 0.383652], [-2.868433, -0.401483, 0.552193], [-1.543390, -1.498784, -0.017180], [-1.475051, 0.304416, -0.336452], [-0.501362, -0.612303, -2.419334], [0.949541, -0.910546, -3.549444], [1.773589, 0.234712, -3.575164], [1.459257, 1.163786, -3.079007], [2.990546, 0.210195, -4.256919], [3.625874, 1.103800, -4.225537], [3.331008, -0.935528, -4.994350], [4.258055, -0.913761, -5.575045], [2.488510, -2.054976, -5.009075], [2.764549, -2.922078, -5.608489], [1.288686, -2.051095, -4.287637], [0.602791, -2.894685, -4.327122], [-1.783920, 0.372789, -3.339926], [-1.547866, 0.658652, -4.697972], [-0.712437, 0.175909, -5.212906], [-2.376140, 1.558544, -5.380069], [-2.144545, 1.813246, -6.417524], [-3.486171, 2.107535, -4.724321], [-4.131096, 2.810008, -5.258549], [-3.788219, 1.742047, -3.402690], [-4.676585, 2.147327, -2.910699], [-2.953394, 0.847920, -2.716436], [-3.194041, 0.504593, -1.706903], [0.103615, 0.322106, -1.470705], [-1.079447, -1.808374, -1.767753], [-1.791070, -1.855787, 6.670352], [-2.527513, -1.368554, 5.580041], [-1.898501, -1.124624, 4.359764], [-0.498725, -1.309443, 4.276903], [0.240599, -1.847027, 5.342867], [-0.414419, -2.092317, 6.551488], [0.189397, -0.924807, 3.127530], [1.428884, -1.425592, 3.066360], [2.166867, -0.915226, 2.023940], [3.540524, -1.211960, 1.950386], [4.302759, -0.629801, 0.946312], [3.677941, 0.185301, -0.023831], [2.316605, 0.438739, 0.081319], [1.573868, -0.068473, 1.107348], [-2.293028, -2.046343, 7.624106], [-3.594765, -1.158310, 5.674840], [-2.450810, -0.798285, 3.469373], [1.313191, -2.029162, 5.228391], [0.171190, -2.454948, 7.396539], [3.931914, -1.851706, 2.744274], [5.377886, -0.794257, 0.901737], [4.231282, 0.632420, -0.859487], [1.762813, 1.040066, -0.654512]],
  "forces_ev_per_a": [[-0.881, 0.744, -0.343], [-0.659, 0.571, 0.323], [-0.096, 0.153, 0.835], [-0.402, -0.367, 0.017], [0.672, 0.576, 0.503], [0.287, 0.938, -0.219], [0.218, -0.048, -0.369], [-0.117, -0.272, -0.534], [0.103, -0.307, 0.398], [0.281, -0.088, -0.001], [-0.161, -0.244, -0.148], [-0.816, 0.292, -0.120], [0.440, -0.113, -0.057], [-0.156, 0.378, 0.289], [-0.530, -0.756, 0.284], [-0.169, -0.366, -0.421], [0.002, 0.383, 0.048], [0.530, -0.471, -0.347], [0.170, -0.500, -0.057], [-0.408, -0.081, -0.182], [-0.137, -0.484, -0.215], [0.034, 0.279, 0.220], [-0.319, -0.234, 0.226], [0.024, 0.238, -0.115], [-0.059, 0.185, 0.144], [0.439, 0.684, 0.028], [0.254, 0.027, 0.091], [-0.473, -0.301, -0.430], [-0.351, 0.463, 0.252], [-0.190, 0.360, 0.171], [-0.095, -0.253, 0.278], [-0.223, -0.052, 0.324], [0.163, -0.075, 0.061], [0.198, -0.210, 0.220], [0.204, -0.265, -0.122], [0.272, -0.153, -0.209], [0.092, 0.417, -0.565], [0.048, 0.326, -0.304], [0.039, -0.035, 0.246], [0.364, -0.065, -0.467], [0.011, 0.107, 0.092], [0.217, -0.093, -0.099], [0.636, -0.057, 0.266], [-0.061, -0.341, 0.264], [-0.551, 0.095, 0.736], [-0.162, 0.022, -0.422], [1.015, -0.813, -0.537], [0.202, 0.750, -0.770], [-0.790, 0.411, -0.050], [0.361, 0.232, -0.271], [-0.474, -0.244, 0.350], [-0.478, 0.337, -0.287], [0.336, -0.560, 0.598], [1.207, -0.784, -0.217], [0.177, 0.107, -0.366], [0.294, -0.224, 0.034], [0.235, -0.064, 0.454], [-0.594, 0.186, 0.070], [-0.283, 0.017, -0.144], [0.088, 0.224, -0.422], [-0.242, -0.039, 0.004], [-0.193, -0.302, 0.474], [0.455, -0.241, 0.511]],
  "multiplicity": 3,
  "gap_ev": [7.1, 7.3],
  "homo_energy_ev": [-6.810, -8.244]
}

=====

[4]
{
  "formula": "C3H6O",
  "method": "ωB97M-V/def2-TZVPD",
  "elements": ["C", "C", "C", "O", "H", "H", "H", "H", "H", "H"],
  "positions_angstrom": [[-1.280272, -0.683758, 0.026914], [-0.740158, 0.527409, 0.017775], [0.772435, 0.516952, 0.027316], [1.205683, -0.775151, -0.017910], [-2.387040, -0.891350, -0.055545], [-0.660083, -1.579234, 0.030250], [-1.239576, 1.526320, -0.166783], [1.024826, 1.063820, 0.967288], [1.170995, 1.118319, -0.838037], [2.133191, -0.823328, 0.008736]],
  "forces_ev_per_a": [[-2.460, -0.312, -0.325], [0.284, 0.041, -1.076], [-0.617, 2.770, 0.033], [-0.585, -1.309, 0.070], [1.277, 0.557, 0.194], [-0.231, 0.418, 0.194], [0.403, -1.479, 0.579], [0.466, -0.362, -0.419], [-0.339, -0.355, 0.674], [1.801, 0.032, 0.077]],
  "multiplicity": 1,
  "smiles": "C=CCO",
  "gap_ev": 10.4,
  "homo_energy_ev": -9.477
}

=====

Values of molar mass, in order: 73.11, 572.28, 495.52, 58.08, all in g/mol.